Entry one
An isolated molecule of C21H24N2O4, computed with ωB97M-V with the def2-TZVPD basis set.

Last column: Mulliken charge in e.
Positions of all 51 atoms, in Å:
C  5.74949  1.48196  1.56631  -0.82
H  6.80104  1.76474  1.57760  0.24
O  5.50252  0.98596  0.27309  -0.47
C  4.24615  0.55079  -0.02470  0.90
C  4.05920  0.06140  -1.31752  -0.87
C  2.82386  -0.40231  -1.71577  -0.28
C  1.73770  -0.39620  -0.84624  -0.35
C  1.93298  0.09091  0.43719  0.00
C  3.16687  0.56227  0.85060  -0.89
H  3.26451  0.93502  1.85746  0.45
H  1.11882  0.11863  1.14252  0.28
C  0.39645  -0.92091  -1.30905  0.70
C  -0.01002  -2.16007  -0.54710  -0.09
C  0.91069  -3.16956  -0.29141  -0.81
C  0.53551  -4.35336  0.30721  -0.97
C  -0.79714  -4.55953  0.65484  0.90
C  -1.72692  -3.55755  0.42472  -0.47
C  -1.33314  -2.36446  -0.16930  -0.31
O  -2.30236  -1.41010  -0.36079  -0.53
C  -1.83203  -0.08001  -0.28638  0.87
N  -1.40837  0.17175  1.07269  0.11
C  -1.25667  1.43360  1.56963  0.09
O  -0.65946  1.66301  2.60197  -0.73
N  -1.79019  2.42383  0.79750  -0.16
H  -1.71787  3.33821  1.22071  0.34
C  -2.85524  2.28529  -0.18443  1.89
C  -2.48562  3.11444  -1.42108  -1.67
H  -1.57699  2.74439  -1.88463  0.32
H  -2.32445  4.15162  -1.13645  0.42
H  -3.29131  3.07907  -2.14947  0.40
C  -4.15740  2.84098  0.41251  -1.81
H  -4.38813  2.33680  1.34824  0.44
H  -4.98299  2.69279  -0.27850  0.37
H  -4.05933  3.90631  0.61003  0.43
C  -3.06229  0.80297  -0.53788  -1.81
H  -3.85166  0.38468  0.08923  0.31
H  -3.37368  0.70147  -1.57632  0.44
H  -0.93320  -0.57030  1.56394  0.50
C  -0.70072  0.16901  -1.29886  -1.61
H  -1.15613  0.22746  -2.28861  0.27
H  -0.24654  1.13296  -1.06764  0.72
H  -2.76561  -3.68340  0.69460  0.35
O  -1.14258  -5.74337  1.22590  -0.56
H  -2.08838  -5.75027  1.41628  0.27
H  1.25243  -5.13300  0.50486  0.44
H  1.94097  -3.01683  -0.57568  0.49
H  0.52634  -1.23851  -2.35212  0.84
H  2.70213  -0.77833  -2.72202  0.40
H  4.90086  0.05556  -1.99202  0.43
H  5.57210  0.71823  2.33036  0.33
H  5.13578  2.36195  1.78400  0.33

HOMO level, eV: -8.2
Kohn-Sham gap, Eh: 0.32548

Entry two
An isolated molecule of C21H24N2O4, computed with ωB97M-V with the def2-TZVPD basis set.

Last column: Mulliken charge in e.
Positions of all 51 atoms, in Å:
C  -7.09079  0.02168  -1.48562  -1.02
C  -6.96597  -1.06324  -0.41937  -0.42
O  -5.73003  -1.74622  -0.47798  -0.47
C  -4.60645  -1.16903  0.02373  0.81
C  -4.54419  0.05684  0.67978  -0.18
C  -3.33189  0.52759  1.15413  -0.49
C  -2.16646  -0.20670  0.98795  -0.14
C  -2.23247  -1.44071  0.34916  -0.48
C  -3.43329  -1.91115  -0.13483  -0.77
H  -3.49699  -2.86394  -0.63607  0.43
H  -1.33524  -2.03042  0.23321  0.48
C  -0.86754  0.26841  1.55802  0.33
O  -0.35229  -0.27826  2.51784  -0.65
N  -0.31375  1.34881  0.95518  0.14
C  -0.69943  1.84930  -0.34144  -0.70
H  -0.65462  2.94296  -0.30532  0.37
C  0.27609  1.30718  -1.41562  -0.93
N  1.59882  1.02024  -0.88360  -0.01
C  1.92828  1.95149  0.17580  -0.81
C  0.98863  1.81917  1.39233  -0.84
H  0.87936  2.78490  1.89950  0.31
H  1.37094  1.09131  2.11083  0.49
H  2.96066  1.78318  0.48484  0.36
H  1.85936  2.95620  -0.25051  0.42
C  1.81419  -0.37920  -0.52471  0.01
C  3.25048  -0.61175  -0.14039  -0.66
C  3.57615  -1.09906  1.11488  -0.10
C  4.89781  -1.32130  1.49816  -1.27
C  5.87183  -1.02925  0.57662  1.18
C  5.55157  -0.53122  -0.68817  0.85
C  4.25284  -0.31606  -1.07079  -1.18
H  4.00534  0.07455  -2.04286  0.45
O  6.70577  -0.32644  -1.40047  -0.50
C  7.76039  -0.71578  -0.54814  -0.25
O  7.23368  -1.14844  0.68690  -0.49
H  8.32802  -1.53735  -1.01503  0.25
H  8.43516  0.13962  -0.38172  0.24
H  5.14745  -1.70304  2.47356  0.42
H  2.78744  -1.31593  1.81967  0.49
H  1.58533  -0.97177  -1.41697  0.68
H  1.16453  -0.72595  0.29029  -0.03
H  -0.12977  0.39733  -1.86054  0.47
H  0.38350  2.05540  -2.21010  0.35
H  -1.72125  1.55068  -0.57181  0.38
H  -3.29643  1.47792  1.66756  0.44
H  -5.42829  0.65425  0.83760  0.39
H  -7.13328  -0.64900  0.58240  0.34
H  -7.71292  -1.84215  -0.59687  0.31
H  -6.34041  0.79585  -1.34475  0.33
H  -6.95208  -0.41453  -2.47165  0.30
H  -8.07782  0.47305  -1.43460  0.35

HOMO level, eV: -8.0
Kohn-Sham gap, Eh: 0.32215

On energetic grounds, entry one is preferred over the next structure by 0.0776 hartree.

Entry one
C10H13N3 as an isolated structure, computed with ωB97M-V with the def2-TZVPD basis set.

Last column: Mulliken charge in e.
Positions of all 26 atoms, in Å:
C  3.59627  0.13049  -0.08221  0.39
C  1.00097  -0.09142  -0.10152  0.37
C  0.61802  1.26885  -0.12059  -0.24
C  -0.65453  1.78938  -0.13811  -1.19
C  -1.66241  0.72403  -0.07764  0.29
C  -3.20504  1.06340  0.17235  -0.49
C  -3.84334  -0.32667  0.12929  -0.49
C  -2.73369  -1.30737  -0.12600  -0.68
C  -1.45081  -0.59230  0.10930  0.42
C  -0.08699  -1.03323  -0.13786  -0.82
H  4.76357  -1.95340  -0.10166  0.22
H  5.72441  -0.49472  0.05513  0.20
H  4.72755  1.53251  -0.06621  0.20
H  2.70952  -1.48276  0.44438  0.21
H  1.47480  1.83797  0.05845  0.58
H  -0.96770  2.74332  -0.46041  0.44
H  -2.94647  1.90090  1.23550  0.30
H  -3.59295  1.56649  -0.81394  0.20
H  -4.63900  -0.44460  -0.67082  0.25
H  -4.25470  -0.57515  1.19271  0.22
H  -2.63423  -1.97297  -1.08851  0.30
H  -2.87677  -2.11909  0.58684  0.31
H  0.14413  -2.13796  -0.29849  0.27
N  4.68774  -0.74753  0.06201  -0.56
N  3.70650  1.30614  0.09484  -0.51
N  2.39515  -0.58432  0.14315  -0.21

HOMO level, eV: -7.8
Kohn-Sham gap, Eh: 0.31215

Entry two
A 2-piece molecular cluster, C10H13N3 overall, computed with ωB97M-V with the def2-TZVPD basis set.

Last column: Mulliken charge in e.
Positions of all 26 atoms, in Å:
C  0.67887  -1.18356  0.99277  -0.80
C  0.61023  -0.40537  2.33412  0.11
C  -0.73600  -0.57336  3.23354  -0.92
C  -1.17996  1.29641  1.76709  -0.59
C  0.07220  0.75886  1.32581  -0.17
C  0.28023  -0.05740  -0.99286  0.39
C  1.07579  -1.11214  -1.67416  -0.39
C  1.16251  -1.08010  -3.08605  -0.21
C  0.43430  -0.02506  -3.79926  -0.26
C  -0.09984  0.94045  -1.77173  -0.22
H  0.34883  -2.37758  0.66929  0.31
H  1.78314  -1.41164  0.62068  0.20
H  1.48613  0.34972  2.70426  0.36
H  -1.12774  -1.46901  2.89145  0.34
H  -0.59816  -0.82491  4.30458  0.38
H  -2.60040  0.79154  3.39784  0.26
H  -1.94701  0.91321  0.88185  0.19
H  -1.37675  2.47244  1.55468  0.30
H  0.60984  1.69912  1.41338  0.49
H  2.06632  -1.67758  -0.74877  0.12
H  2.10742  -1.64051  -3.59685  0.23
H  0.18854  -0.17484  -4.94482  0.29
H  -0.45431  1.87166  -1.44173  0.47
N  -1.54452  0.78060  3.07119  -0.43
N  -0.19106  -0.21483  0.37947  0.09
N  -0.30382  0.88081  -3.11944  -0.55

HOMO level, eV: -8.5
Kohn-Sham gap, Eh: 0.33066

On energetic grounds, entry one is preferred over the next structure by 0.1658 hartree.

Entry one
An isolated molecule of C2H6Se, computed with ωB97M-V with the def2-TZVPD basis set.

Last column: Mulliken charge in e.
Positions of all 9 atoms, in Å:
C  0.00102  1.45179  0.04759  -0.88
C  0.03701  -1.56005  -0.01403  -0.85
Se  1.25799  0.00335  0.13557  0.04
H  -0.52489  1.50230  0.95526  0.30
H  0.39071  2.42914  -0.27173  0.30
H  -0.66918  1.12142  -0.86073  0.23
H  0.55061  -2.38106  0.32246  0.32
H  -0.84675  -1.11770  0.66170  0.23
H  -0.19651  -1.44921  -0.97609  0.30

HOMO level, eV: -8.1
Kohn-Sham gap, Eh: 0.33320

Entry two
C2H6Se as an isolated structure, computed with ωB97M-V with the def2-TZVPD basis set.

Last column: Mulliken charge in e.
Positions of all 9 atoms, in Å:
C  1.02825  -0.43249  0.10536  -0.79
C  -0.07317  -1.31259  -0.36520  -0.26
Se  -1.78283  -0.82876  -0.44680  -0.14
H  1.23969  -0.00034  -0.80991  0.29
H  0.82484  0.34021  0.84116  0.31
H  1.96535  -1.02283  0.53068  0.26
H  -1.95843  2.45537  0.37225  -0.13
H  0.25873  -2.29698  -0.58944  0.34
H  -1.50245  3.09840  0.36190  0.13

HOMO level (alpha / beta), eV: -8.4 / -8.4
Kohn-Sham gap (alpha / beta), Eh: 0.29372 / 0.29370

On energetic grounds, entry one is preferred over the next structure by 0.0417 hartree.